C4H12 | the ωB97M-V functional and the def2-TZVPD basis

Calculated values
energy relative to the best compared isomer or geometry (same formula, charge and spin): 7.5 kcal/mol
LUMO: 1.132 eV
SMILES string: CC.CC
orbital gap: 12.71 eV
max |F|: 1.335 eV/Å
E_HOMO: -11.57 eV

The geometry in XYZ format:
```
16
Properties=species:S:1:pos:R:3:forces:R:3
C 1.568 2.387 0.994 0.04 0.36 -0.39
H -0.229 -1.445 -2.045 -0.01 0.04 0.25
H -1.519 -0.534 -0.182 0.19 0.13 -0.10
H -1.287 -1.994 0.738 -0.20 -0.12 0.07
H 1.259 3.011 1.827 -0.04 -0.21 0.37
C 0.483 1.402 0.525 -0.10 0.20 1.32
H 0.385 -2.575 -0.831 0.01 0.15 0.06
C -0.523 -2.175 -1.283 0.00 0.14 -0.35
H -0.974 -2.988 -1.843 -0.04 -0.22 0.03
H -2.534 -1.908 -0.535 0.08 0.00 0.23
H 2.501 1.867 1.234 -0.19 0.19 0.14
H 1.801 3.128 0.223 0.09 -0.30 -0.14
C -1.517 -1.617 -0.256 -0.04 -0.13 -0.19
H 0.929 0.413 0.454 -0.12 -0.03 -1.00
H -0.274 1.225 1.299 0.08 0.34 0.07
H -0.070 1.804 -0.321 0.25 -0.56 -0.35
```
Forces are in eV/Å.



C4H12 | the ωB97M-V functional and the def2-TZVPD basis

Calculated values
energy relative to the best compared isomer or geometry (same formula, charge and spin): 8.6 kcal/mol
LUMO: 1.168 eV
SMILES string: CC.CC
orbital gap: 12.67 eV
max |F|: 1.784 eV/Å
E_HOMO: -11.50 eV

The geometry in XYZ format:
```
16
Properties=species:S:1:pos:R:3:forces:R:3
H -0.526 1.333 3.069 -0.38 -0.16 -0.04
H 2.271 -1.164 -0.799 0.14 0.16 -0.25
H -2.337 0.977 0.875 0.19 0.20 -0.07
C -0.493 1.342 1.970 0.70 -0.18 1.63
C 1.212 -1.176 -1.055 0.20 -0.22 -0.10
H -0.140 -0.172 -2.359 -0.12 -0.15 -0.38
H 0.702 -0.652 -0.253 -0.08 0.04 0.08
H -2.108 -0.102 2.160 0.32 -0.17 0.07
H 0.524 0.966 1.838 0.02 0.36 -0.66
C -1.543 0.427 1.389 -1.42 0.09 -0.27
C 0.870 -0.574 -2.433 -0.03 0.03 1.21
H -1.215 -0.309 0.660 0.37 0.00 0.09
H 0.922 -1.351 -3.188 0.06 0.23 -0.34
H 1.517 0.275 -2.641 0.12 -0.11 -0.32
H 0.936 -2.229 -1.013 -0.26 0.01 0.08
H -0.591 2.409 1.782 0.15 -0.12 -0.74
```
Forces are in eV/Å.



C4H12 | the ωB97M-V functional and the def2-TZVPD basis

Calculated values
energy relative to the best compared isomer or geometry (same formula, charge and spin): 39.2 kcal/mol
LUMO: 1.161 eV
SMILES string: CC.CC
orbital gap: 12.36 eV
max |F|: 4.424 eV/Å
E_HOMO: -11.20 eV

The geometry in XYZ format:
```
16
Properties=species:S:1:pos:R:3:forces:R:3
H 0.829 0.569 0.712 -0.47 2.04 -0.40
H -1.672 0.991 -2.808 -0.76 -0.53 -2.00
C -1.494 1.200 -1.810 3.45 2.67 -0.31
H -0.707 2.214 -1.972 -2.12 -2.95 1.02
H -2.383 1.521 -1.354 -1.03 0.72 0.59
H -0.542 -0.790 -1.677 0.60 -1.10 -1.73
C -0.902 0.003 -1.108 -4.31 -0.79 0.59
H 0.928 -0.357 2.886 -0.86 -0.12 -0.89
H -1.713 -0.524 -0.458 1.27 1.04 -0.86
H -0.142 0.262 -0.513 2.13 0.92 2.02
H 2.515 0.080 1.165 -0.70 0.25 -0.53
C 1.489 -0.213 0.848 2.66 -1.75 0.96
H -0.122 -1.302 1.720 -0.17 -0.16 0.31
H 1.560 -0.826 -0.034 0.14 0.01 -0.56
C 0.890 -0.996 1.957 0.53 -0.44 3.26
H 1.466 -1.833 2.447 -0.36 0.18 -1.47
```
Forces are in eV/Å.



> Which of these has the highest E_HOMO?

number 3



> Which of these has the highest energy relative to the best compared isomer or geometry (same formula, charge and spin)?

number 3